(1)
H28HeO14 | the ωB97M-V functional and the def2-TZVPD basis

ORCA input file:
```
! wB97M-V def2-TZVPD RIJCOSX def2/J DEFGRID3
* xyz 0 1
He 0.453 0.276 -0.342
O -2.067 2.101 -0.550
H -1.588 2.552 0.146
H -2.459 1.342 -0.118
O 2.458 2.383 -2.394
H 3.233 1.925 -2.069
H 2.748 2.799 -3.206
O -2.161 -2.406 -1.143
H -2.727 -2.932 -1.708
H -2.043 -1.584 -1.618
O -2.806 0.068 1.472
H -3.162 0.683 2.113
H -3.424 -0.662 1.469
O 1.047 -2.874 1.898
H 0.828 -3.143 1.006
H 0.466 -2.135 2.076
O -0.551 -0.735 2.968
H -1.280 -0.430 2.428
H -0.954 -0.977 3.801
O 0.079 -4.007 -0.584
H 0.375 -4.072 -1.492
H -0.596 -3.328 -0.600
O -0.033 1.615 -3.347
H 0.766 1.907 -2.908
H -0.581 1.270 -2.643
O 0.042 -1.164 -4.261
H -0.387 -0.381 -3.917
H -0.659 -1.813 -4.327
O 3.428 -1.340 1.634
H 2.705 -1.890 1.935
H 3.937 -1.907 1.055
O -0.905 3.482 1.685
H -0.281 2.882 2.094
H -0.375 4.233 1.416
O 3.500 1.312 2.311
H 3.517 0.379 2.096
H 4.176 1.698 1.754
O 0.868 1.694 3.053
H 1.793 1.546 2.856
H 0.454 0.843 2.914
O -2.290 0.077 -2.437
H -2.344 0.872 -1.907
H -3.201 -0.161 -2.607
*
```

=====

(2)
H28NO12 | the ωB97M-V functional and the def2-TZVPD basis

ORCA input file:
```
! wB97M-V def2-TZVPD RIJCOSX def2/J DEFGRID3
* xyz 1 1
N -0.354 -0.282 0.031
H -0.724 -0.501 -0.772
H -0.592 0.631 0.345
H 0.716 -0.338 0.215
H -0.652 -1.041 0.765
O 1.627 2.632 0.071
H 2.423 3.083 0.005
H 1.066 2.735 0.916
O 1.040 1.128 3.222
H 1.960 1.420 3.634
H 1.309 0.025 3.128
O -2.142 0.469 2.954
H -2.761 0.114 2.385
H -2.312 -0.186 3.727
O -2.831 2.164 0.329
H -2.526 2.532 1.034
H -2.256 2.555 -0.408
O 1.778 -2.644 -0.179
H 2.556 -2.092 -0.220
H 1.852 -3.309 -0.846
O -1.978 -3.189 0.973
H -2.781 -3.492 1.232
H -1.457 -3.851 0.486
O 1.245 -1.566 2.471
H 1.995 -1.288 2.060
H 1.605 -2.359 3.071
O -3.047 -1.124 -2.510
H -3.750 -0.575 -2.683
H -3.067 -2.097 -2.402
O -0.684 2.896 -1.282
H -0.405 3.135 -2.102
H 0.396 2.965 -0.889
O 1.822 -0.454 -2.384
H 1.914 0.316 -2.991
H 1.877 -1.228 -2.904
O 3.605 0.056 0.082
H 3.476 0.896 0.564
H 3.584 0.267 -0.823
O -1.275 0.877 -3.545
H -1.780 0.220 -3.211
H -0.484 0.503 -3.543
*
```

=====

(3)
H28NO12 | the ωB97M-V functional and the def2-TZVPD basis

ORCA input file:
```
! wB97M-V def2-TZVPD RIJCOSX def2/J DEFGRID3
* xyz 1 1
N 0.076 -0.363 -0.083
H 0.730 -0.485 0.402
H -0.206 0.706 0.074
H -0.645 -1.067 -0.008
H 0.380 -0.424 -1.066
O 0.101 1.389 2.601
H -0.519 1.785 3.104
H 0.918 1.799 2.857
O -0.749 -1.771 -2.627
H -0.553 -2.543 -2.966
H -1.634 -1.665 -2.868
O -3.743 -1.586 -0.317
H -3.415 -1.878 0.540
H -4.507 -1.113 -0.239
O 0.676 -0.151 -4.419
H 0.037 -0.324 -3.684
H 0.837 -1.016 -4.873
O -2.155 -2.530 1.684
H -1.701 -2.084 2.435
H -2.099 -3.414 2.055
O -0.654 -1.066 3.557
H -0.559 -0.852 4.406
H -0.384 -0.334 3.080
O -2.560 1.010 -0.323
H -2.660 1.403 -1.124
H -3.002 0.266 -0.485
O 2.605 1.039 -0.219
H 2.395 1.976 -0.476
H 3.151 0.701 -0.888
O 3.403 0.770 2.602
H 3.044 0.873 1.733
H 4.051 1.278 2.865
O 0.997 3.647 0.148
H 0.589 3.252 -0.684
H 0.272 4.143 0.590
O 2.445 -2.548 0.069
H 3.232 -2.153 -0.274
H 2.271 -3.356 -0.330
O -0.118 2.191 -1.843
H 0.445 2.395 -2.719
H -0.795 2.080 -2.281
*
```

=====

(4)
H28NO17 | the ωB97M-V functional and the def2-TZVPD basis

ORCA input file:
```
! wB97M-V def2-TZVPD RIJCOSX def2/J DEFGRID3
* xyz -1 1
N -0.192 0.072 -0.239
O 1.076 -0.083 -0.246
O -0.589 1.243 -0.354
O -0.956 -0.828 0.186
O -2.802 2.609 -0.035
H -3.036 2.405 -0.948
H -1.900 2.373 -0.061
O -1.502 -0.974 2.794
H -1.082 -1.769 3.145
H -1.428 -1.118 1.812
O 3.280 -1.472 -1.724
H 2.651 -0.802 -1.430
H 3.200 -1.448 -2.653
O 1.468 0.258 2.980
H 1.524 -0.511 2.394
H 0.544 0.471 2.801
O 3.498 0.221 0.796
H 3.445 0.701 1.612
H 2.622 0.289 0.433
O -0.662 1.999 2.528
H -1.595 1.884 2.347
H -0.108 2.233 1.776
O -3.533 -0.060 -0.937
H -3.413 -0.895 -1.401
H -2.731 0.348 -0.746
O 1.463 2.814 0.690
H 0.984 3.548 0.295
H 1.263 2.054 0.135
O 2.770 1.582 -2.117
H 2.139 1.037 -2.573
H 3.568 1.541 -2.660
O -1.475 -2.996 -1.587
H -1.564 -2.523 -0.773
H -2.062 -3.707 -1.440
O -0.633 2.099 -3.258
H -1.217 1.406 -2.951
H -0.791 2.183 -4.186
O -3.948 -0.191 1.865
H -3.690 0.159 1.014
H -3.122 -0.531 2.220
O 1.656 -2.436 1.762
H 1.199 -2.137 0.991
H 2.582 -2.530 1.544
O 1.113 -2.895 -0.932
H 0.248 -3.000 -1.255
H 1.739 -2.620 -1.614
*
```

=====

(5)
H28O14 | the ωB97M-V functional and the def2-TZVPD basis

ORCA input file:
```
! wB97M-V def2-TZVPD RIJCOSX def2/J DEFGRID3
* xyz 0 1
H -0.900 0.169 -0.067
H 0.448 -0.432 -0.571
H 1.152 -0.528 1.036
H -0.011 -1.291 1.909
H 2.645 2.531 2.552
H 3.369 1.476 1.875
H -0.208 -3.661 1.730
H -1.038 -4.503 0.777
H -1.236 -1.554 -3.995
H -0.773 -1.849 -2.621
H -2.115 0.996 2.256
H -1.764 2.413 1.777
H 4.824 0.383 0.082
H 5.439 1.076 -1.100
H -1.031 -3.613 -1.785
H 0.210 -3.446 -1.030
H -2.393 2.887 -1.108
H -3.930 2.769 -0.940
H -3.773 -1.573 0.942
H -3.451 -3.025 1.380
H -1.170 0.191 4.198
H -2.302 -0.764 3.843
H 2.284 -0.843 -2.275
H 3.820 -0.632 -2.716
H -0.066 2.507 -1.572
H -0.628 2.298 -2.894
H 1.973 3.721 0.011
H 1.368 3.731 -1.460
O -0.471 -0.332 -0.797
O 0.219 -0.722 1.101
O 2.702 2.095 1.691
O -1.044 -3.744 1.254
O -1.065 -1.158 -3.219
O -1.453 1.642 2.227
O 5.604 0.461 -0.480
O -0.436 -4.114 -1.273
O -3.180 3.283 -1.452
O -4.154 -2.383 1.233
O -1.688 -0.512 4.611
O 3.140 -1.175 -2.180
O -0.626 2.951 -2.149
O 1.711 4.269 -0.801
*
```

=====

(6)
H28O14 | the ωB97M-V functional and the def2-TZVPD basis

ORCA input file:
```
! wB97M-V def2-TZVPD RIJCOSX def2/J DEFGRID3
* xyz 0 1
H 0.067 -0.487 2.095
H 0.424 0.135 0.756
H 2.619 2.812 2.242
H 1.957 2.887 0.876
H -3.666 -3.667 0.648
H -2.870 -2.578 -0.052
H -0.422 4.064 -0.809
H -0.294 5.325 0.030
H 2.685 -2.620 -2.206
H 2.598 -1.719 -0.985
H -1.617 0.897 -2.035
H -0.602 1.984 -2.350
H -3.116 0.483 -0.361
H -4.538 1.020 -0.340
H 2.655 -1.224 2.109
H 3.219 0.095 1.608
H -2.597 -0.785 -2.913
H -1.522 -1.528 -2.137
H 4.425 0.143 -1.007
H 4.592 0.452 0.471
H 1.821 -0.218 -1.989
H 1.043 -1.254 -1.194
H -2.908 -1.636 2.670
H -2.206 -2.761 3.413
H -2.131 3.061 0.184
H -1.107 2.091 0.751
H -1.050 -2.782 -0.137
H 0.410 -3.071 0.171
O -0.141 -0.536 1.155
O 1.918 2.414 1.715
O -3.497 -2.719 0.666
O -0.843 4.541 -0.084
O 3.211 -2.281 -1.473
O -1.168 1.654 -1.643
O -3.628 1.270 -0.143
O 3.375 -0.600 2.257
O -1.648 -0.789 -2.742
O 5.090 0.378 -0.350
O 1.209 -0.956 -2.096
O -2.127 -1.823 3.204
O -1.213 2.783 0.088
O -0.272 -3.226 -0.492
*
```

=====

(7)
H28O14 | the ωB97M-V functional and the def2-TZVPD basis

ORCA input file:
```
! wB97M-V def2-TZVPD RIJCOSX def2/J DEFGRID3
* xyz 0 1
O -3.050 2.829 0.933
H -3.643 3.314 0.329
H -2.901 2.010 0.517
O 1.790 0.542 1.669
H 1.858 1.470 1.869
H 2.714 0.371 1.601
O -1.001 -2.170 2.322
H -1.147 -2.238 1.412
H -0.576 -2.973 2.594
O -1.298 0.590 3.088
H -1.431 0.084 2.289
H -0.495 0.269 3.490
O -1.164 2.097 -1.427
H -2.094 2.085 -1.671
H -0.757 2.936 -1.453
O -1.354 -2.619 -0.438
H -0.756 -3.168 -0.921
H -1.905 -2.294 -1.123
O 0.137 1.337 -4.003
H -0.331 1.095 -3.188
H 0.765 0.621 -4.060
O 1.427 -0.289 4.115
H 1.540 0.023 3.206
H 1.449 0.408 4.803
O 1.389 -2.449 0.344
H 0.499 -2.055 0.204
H 1.964 -1.803 -0.057
O -2.965 0.215 0.319
H -2.011 0.105 0.190
H -3.216 -0.708 0.564
O 0.935 -0.899 -2.431
H 1.593 -1.435 -2.821
H 0.114 -1.406 -2.506
O 3.159 -0.787 -0.637
H 2.478 -0.467 -1.199
H 3.654 -1.476 -1.015
O -0.336 -0.053 0.043
H 0.341 0.142 0.695
H -0.502 0.814 -0.417
O 1.731 2.268 -2.094
H 0.995 1.812 -2.501
H 2.398 1.840 -2.652
*
```

=====

(8)
H28O14 | the ωB97M-V functional and the def2-TZVPD basis

ORCA input file:
```
! wB97M-V def2-TZVPD RIJCOSX def2/J DEFGRID3
* xyz 0 1
O -29.813 -7.880 53.054
H -30.708 -7.880 53.122
H -29.506 -7.979 53.875
O -29.216 -9.602 50.967
H -28.451 -10.077 50.801
H -29.102 -9.260 51.866
O -34.473 -11.734 54.870
H -33.575 -11.165 54.818
H -34.827 -11.744 55.736
O -33.509 -13.852 54.243
H -32.978 -13.425 53.553
H -33.646 -13.006 54.858
O -32.105 -10.231 51.982
H -31.762 -10.367 51.119
H -32.018 -11.017 52.321
O -32.247 -8.308 53.255
H -32.055 -9.212 53.779
H -32.539 -8.736 52.351
O -33.931 -10.566 48.855
H -34.262 -10.621 47.837
H -32.984 -10.464 48.779
O -30.694 -10.467 49.039
H -30.005 -10.233 49.671
H -30.700 -9.470 48.631
O -30.987 -13.470 50.373
H -31.919 -13.174 50.650
H -30.636 -13.555 51.130
O -31.514 -12.275 53.438
H -30.863 -12.917 53.820
H -31.927 -11.733 54.069
O -31.700 -7.517 50.356
H -31.384 -7.520 49.366
H -31.269 -8.190 50.920
O -34.751 -9.432 51.658
H -34.905 -9.169 50.656
H -34.016 -10.027 51.518
O -33.753 -12.768 50.662
H -33.890 -12.094 50.076
H -33.877 -13.545 50.120
O -32.115 -10.388 54.828
H -32.537 -9.763 55.518
H -31.232 -10.423 55.073
*
```

=====

(9)
H28O14 | the ωB97M-V functional and the def2-TZVPD basis

ORCA input file:
```
! wB97M-V def2-TZVPD RIJCOSX def2/J DEFGRID3
* xyz 0 1
H -0.255 0.525 0.289
H -1.259 -0.491 -0.208
H 0.601 0.553 -2.611
H -0.687 1.044 -1.803
H -0.393 5.218 2.571
H -0.110 4.019 1.673
H -3.445 -0.526 1.202
H -4.781 -0.713 1.722
H -2.704 -4.110 1.502
H -3.846 -3.339 1.623
H 0.000 -3.903 -2.553
H 0.141 -4.583 -3.914
H 0.901 3.198 -3.239
H 1.224 2.929 -1.766
H 3.994 1.681 -2.280
H 2.504 1.570 -2.296
H 2.059 -3.666 2.032
H 2.931 -4.829 2.596
H -1.950 3.021 2.527
H -3.046 4.005 2.113
H 1.630 3.538 3.600
H 1.305 2.417 2.605
H -2.324 -2.230 -1.398
H -1.823 -2.098 -2.732
H 2.035 -1.364 2.985
H 3.235 -1.382 4.032
H 1.459 0.040 -4.601
H 2.007 -0.645 -3.315
O -0.255 -0.407 0.012
O -0.105 1.183 -2.648
O 0.303 4.735 2.195
O -3.975 -0.105 1.802
O -3.015 -3.206 1.254
O -0.118 -4.745 -2.986
O 1.179 2.533 -2.653
O 3.180 2.241 -2.261
O 2.307 -4.657 1.960
O -2.894 3.105 2.333
O 2.031 2.847 3.108
O -2.124 -1.525 -2.038
O 2.285 -1.134 3.851
O 1.797 -0.747 -4.283
*
```

=====

(10)
H28O14 | the ωB97M-V functional and the def2-TZVPD basis

ORCA input file:
```
! wB97M-V def2-TZVPD RIJCOSX def2/J DEFGRID3
* xyz 0 1
O 3.683 -2.777 0.520
H 3.437 -1.913 0.981
H 4.490 -2.995 0.943
O -0.918 -3.862 0.014
H -0.315 -4.277 -0.592
H -1.569 -4.542 0.268
O -4.207 0.685 -1.787
H -4.297 0.700 -0.831
H -3.317 0.446 -1.806
O -1.421 3.927 2.826
H -1.480 3.812 1.841
H -2.049 3.226 3.088
O -3.379 -2.177 -0.469
H -2.367 -2.488 -0.297
H -3.823 -2.756 0.137
O -0.031 3.197 -1.669
H -0.353 2.309 -1.424
H 0.429 3.554 -0.954
O -0.083 -1.073 -0.907
H 0.028 -1.436 -1.861
H -0.436 -1.818 -0.406
O -2.836 3.085 -0.103
H -3.558 3.662 0.330
H -2.700 3.279 -1.119
O -1.814 -3.604 -2.372
H -2.575 -3.354 -2.397
H -1.403 -4.108 -3.045
O 2.015 -2.431 -1.675
H 1.595 -1.960 -0.976
H 2.353 -3.096 -1.158
O 4.421 0.875 0.254
H 4.355 1.654 0.644
H 4.432 1.032 -0.713
O 1.225 1.386 -0.108
H 1.505 1.450 0.810
H 0.854 0.472 -0.017
O 0.962 4.347 1.122
H 1.293 4.634 1.882
H 0.944 3.516 0.778
O 2.469 0.051 3.161
H 2.546 0.114 4.085
H 1.897 -0.745 3.000
*
```

=====

(11)
H28O18S | the ωB97M-V functional and the def2-TZVPD basis

ORCA input file:
```
! wB97M-V def2-TZVPD RIJCOSX def2/J DEFGRID3
* xyz -2 1
S -0.412 -0.111 -0.616
O -0.772 -0.128 0.856
O -1.438 0.755 -1.286
O 0.960 0.494 -0.747
O -0.473 -1.469 -1.185
O -0.396 2.265 2.260
H -0.702 3.113 1.912
H -0.428 1.677 1.493
O -0.138 2.070 -3.610
H -0.639 2.017 -2.819
H 0.707 1.669 -3.392
O 3.277 -0.411 0.907
H 2.612 -0.519 1.622
H 2.722 -0.075 0.154
O 1.976 -3.292 -1.037
H 2.003 -3.437 -0.082
H 1.169 -2.776 -1.098
O 2.158 -0.056 -3.141
H 2.079 0.483 -2.351
H 1.966 -0.948 -2.806
O -0.196 -2.111 -4.064
H -0.162 -1.181 -4.330
H -0.738 -2.108 -3.274
O -1.595 1.384 5.479
H -0.797 1.174 4.989
H -2.195 1.718 4.750
O -2.749 -1.987 1.169
H -1.841 -1.578 1.250
H -3.071 -1.417 0.446
O 4.922 -2.434 0.455
H 4.299 -1.707 0.700
H 5.123 -2.126 -0.448
O 0.746 -1.179 3.044
H 0.106 -1.647 3.601
H 0.197 -0.899 2.239
O -3.224 -1.359 -2.025
H -2.548 -1.832 -1.493
H -2.791 -0.515 -2.159
O -3.045 1.177 2.716
H -3.161 0.401 2.118
H -2.185 1.536 2.527
O 2.638 3.030 -0.653
H 2.744 2.086 -0.388
H 1.808 3.029 -1.168
O -3.007 2.726 -0.314
H -2.528 2.058 -0.815
H -2.980 2.441 0.615
*
```

=====

Number 1: Kohn-Sham gap 0.3840 Eh. Number 2: Kohn-Sham gap 0.3825 Eh. Number 3: Kohn-Sham gap 0.4005 Eh. Number 4: Kohn-Sham gap 0.3350 Eh. Number 5: Kohn-Sham gap 0.3659 Eh. Number 6: Kohn-Sham gap 0.2646 Eh. Number 7: Kohn-Sham gap 0.3380 Eh. Number 8: Kohn-Sham gap 0.3264 Eh. Number 9: Kohn-Sham gap 0.2782 Eh. Number 10: Kohn-Sham gap 0.3803 Eh. Number 11: Kohn-Sham gap 0.3471 Eh.